1.
{
  "formula": "C18H25N8OPt",
  "method": "the ωB97M-V functional and the def2-TZVPD basis",
  "gap_ha": 0.2200,
  "lumo_energy_ev": -5.0,
  "charge": 1,
  "elements": ["Pt", "N", "C", "N", "C", "N", "C", "C", "C", "C", "C", "C", "C", "C", "C", "C", "H", "H", "H", "H", "H", "H", "H", "H", "H", "H", "H", "H", "C", "N", "C", "C", "C", "O", "H", "H", "H", "H", "H", "H", "H", "H", "H", "N", "C", "N", "N", "C", "N", "H", "H", "H", "H"],
  "coordinates": [[0.57615, 0.53116, 0.59452], [5.45755, -0.31314, 1.40452], [4.72525, 0.25096, 0.71642], [3.93055, 0.86466, -0.08128], [2.76465, 0.81586, -0.47458], [1.71715, 0.86716, -1.05298], [-3.60445, -0.60214, 0.72572], [-2.11445, -1.00974, 0.82452], [-2.02185, -2.19504, 1.80392], [-1.30015, 0.11816, 1.34002], [-1.54955, -1.33514, -0.55408], [-1.70025, -0.37844, -1.56678], [-1.16375, -0.57914, -2.82508], [-0.44195, -1.73264, -3.09398], [-0.30725, -2.69944, -2.10978], [-0.86505, -2.51234, -0.85568], [-4.02515, -0.54184, 1.72602], [-4.15075, -1.34654, 0.15102], [-3.72145, 0.37066, 0.25772], [-2.36595, -1.87824, 2.78452], [-0.99665, -2.54514, 1.89482], [-2.66195, -3.00404, 1.46312], [-1.50385, 0.48516, 2.34522], [-2.29315, 0.50046, -1.36828], [-1.32475, 0.15006, -3.60548], [0.00165, -1.88174, -4.06648], [0.23715, -3.60834, -2.32798], [-0.76865, -3.29404, -0.11968], [-0.65045, 5.89536, -0.57978], [-0.03445, 5.01686, 0.39142], [0.63015, 5.60466, 1.54092], [-0.02065, 3.69706, 0.20972], [-0.69895, 3.16996, -1.02568], [0.54655, 2.93996, 1.01852], [-0.72375, 6.89976, -0.17218], [-1.65595, 5.55546, -0.82848], [-0.05745, 5.93196, -1.49778], [0.73215, 6.67556, 1.38892], [1.61835, 5.16356, 1.66922], [0.05575, 5.42566, 2.45122], [-0.20965, 3.54906, -1.92178], [-1.74795, 3.46096, -1.05398], [-0.62375, 2.07816, -1.01778], [3.02845, -4.53884, -0.45798], [2.18215, -4.71724, 0.57272], [1.86895, -5.96254, 0.95012], [1.56555, -3.74734, 1.19292], [1.63265, -2.48934, 1.16292], [1.57845, -1.33434, 1.33172], [3.51585, -5.32174, -0.86218], [3.31785, -3.61124, -0.72448], [2.35205, -6.76094, 0.58332], [1.26905, -6.07744, 1.74872]],
  "forces_ev_per_angstrom": [[-3.76, -0.43, 1.21], [0.38, -0.18, 0.33], [0.28, -0.95, 0.64], [-0.16, 1.31, -0.75], [0.88, -0.04, -0.55], [0.57, 0.12, -0.16], [0.08, 0.18, 0.27], [-0.15, 0.61, -1.12], [0.54, 0.54, 0.48], [3.78, -1.31, 1.41], [-0.01, -0.14, -0.51], [-0.02, -0.41, 0.17], [0.02, -0.06, -0.07], [-0.02, 0.04, 0.08], [0.07, 0.06, -0.14], [-0.22, 0.22, 0.12], [-0.11, 0.02, 0.08], [0.03, -0.02, -0.04], [-0.13, 0.03, -0.14], [-0.04, -0.06, 0.15], [0.00, -0.11, 0.08], [-0.06, 0.02, -0.22], [-0.89, 0.55, -0.14], [-0.02, 0.20, -0.04], [0.06, 0.10, -0.01], [0.00, -0.02, -0.09], [-0.01, -0.07, 0.02], [0.03, -0.07, 0.10], [-0.19, 0.14, -0.44], [0.06, -0.23, 0.13], [0.26, -0.13, 0.37], [-0.28, 0.29, -0.66], [0.04, -0.32, 0.17], [-0.07, -1.56, 0.13], [0.02, -0.07, 0.03], [0.04, 0.13, 0.00], [-0.07, 0.10, 0.02], [0.00, -0.06, -0.02], [-0.04, 0.03, 0.01], [0.03, 0.02, 0.00], [-0.02, -0.01, -0.06], [-0.04, 0.02, -0.03], [0.00, 0.31, -0.15], [-0.11, -0.14, 0.31], [0.32, -0.02, -0.78], [0.17, 0.11, -0.08], [-0.58, -0.89, 0.81], [0.14, 1.20, -0.02], [-0.83, 0.98, -0.95], [0.03, 0.12, -0.01], [-0.01, -0.04, 0.08], [0.00, -0.10, -0.02], [0.03, 0.02, 0.00]]
}


2.
{
  "formula": "C36H35Cl3MoN4O3S2SbSe5",
  "method": "the ωB97M-V functional and the def2-TZVPD basis",
  "gap_ha": [0.2009, 0.2140],
  "lumo_energy_ev": [1.5, 1.5],
  "charge": -1,
  "multiplicity": 3,
  "elements": ["Mo", "Se", "Sb", "Se", "Se", "Se", "C", "C", "C", "C", "C", "C", "Se", "C", "C", "C", "H", "H", "H", "H", "H", "H", "H", "H", "H", "H", "H", "Cl", "C", "C", "C", "C", "C", "C", "N", "C", "C", "N", "C", "O", "C", "C", "C", "Cl", "S", "C", "C", "C", "Cl", "C", "H", "H", "H", "H", "H", "H", "H", "H", "H", "H", "H", "H", "H", "C", "N", "C", "C", "N", "C", "S", "H", "H", "H", "H", "H", "H", "O", "C", "O", "C", "C", "C", "C", "C", "C", "H", "H", "H", "H", "H"],
  "coordinates": [[-1.66868, -0.23755, 0.78399], [-4.64433, 2.16879, 3.67095], [-4.34670, -0.13097, 3.10117], [-4.06972, -0.24181, 0.44992], [-1.25462, 2.17656, 0.83283], [-1.72967, -0.61084, 3.16839], [1.27815, 8.36721, 0.92764], [1.03004, 6.94540, 1.35769], [0.06044, 6.63902, 2.30015], [-0.18254, 5.32805, 2.70948], [-1.29112, 5.05172, 3.68862], [0.59009, 4.30364, 2.15235], [0.21913, 2.47740, 2.65006], [1.57083, 4.58541, 1.19081], [2.37315, 3.49769, 0.53190], [1.77339, 5.90611, 0.81096], [0.51378, 9.03703, 1.32239], [1.27742, 8.45304, -0.16062], [2.24970, 8.72017, 1.28249], [-0.54048, 7.43779, 2.72426], [-1.71745, 5.98694, 4.05386], [-0.94485, 4.46620, 4.53966], [-2.08657, 4.46501, 3.22289], [1.71273, 2.80268, 0.00874], [2.93799, 2.92109, 1.26541], [3.06765, 3.92156, -0.19390], [2.52199, 6.12623, 0.05563], [-0.68789, -6.92579, -1.47357], [-1.42859, -5.61491, -2.32973], [-2.14446, -4.65427, -1.63896], [-2.74012, -3.62253, -2.34353], [-2.61304, -3.51609, -3.72583], [-3.22368, -2.35881, -4.48191], [-2.22579, -1.24166, -4.77149], [-1.63524, -0.66799, -3.57457], [-0.31229, -0.30698, -3.43369], [-0.16869, 0.11775, -2.15315], [-1.37941, 0.02511, -1.50818], [-2.23849, -0.43358, -2.38923], [-4.32219, -1.80326, -3.78039], [-5.59510, -2.24257, -4.22833], [-6.04867, -1.43076, -5.40735], [-6.75668, -0.27200, -5.31120], [-7.35505, 0.44749, -3.87358], [-7.01881, 0.48618, -6.82827], [-6.17843, -0.76912, -7.63784], [-5.72935, -1.71397, -6.77124], [-1.87180, -4.49534, -4.37847], [-1.65573, -4.42911, -6.11787], [-1.28189, -5.54925, -3.70440], [-2.20603, -4.68714, -0.56202], [-3.30284, -2.87609, -1.79799], [-3.55468, -2.71465, -5.46143], [-2.74091, -0.46870, -5.34126], [-1.41192, -1.64243, -5.37335], [0.38462, -0.36407, -4.25219], [0.70867, 0.50950, -1.66851], [-3.28213, -0.61690, -2.20519], [-6.27156, -2.10914, -3.38621], [-5.57129, -3.30692, -4.48257], [-6.08478, -0.75273, -8.71207], [-5.19673, -2.60203, -7.08600], [-0.71413, -6.29727, -4.23809], [-2.87850, 2.95098, -2.23674], [-2.83841, 2.56017, -3.63624], [-3.92314, 2.01471, -4.30482], [-3.56448, 1.83035, -5.58764], [-2.24546, 2.24712, -5.68013], [-1.78854, 2.72200, -4.48333], [-0.27627, 3.37628, -4.19703], [-3.59918, 3.75774, -2.10323], [-1.88670, 3.28077, -1.94292], [-3.17568, 2.10173, -1.62032], [-4.84684, 1.80203, -3.79535], [-4.11713, 1.43201, -6.42192], [-1.67057, 2.28677, -6.50181], [0.18040, -3.90095, -0.09080], [0.11509, -2.75561, 0.31620], [-0.95184, -2.01710, 0.18615], [1.29602, -2.14191, 1.01737], [1.51382, -0.77311, 1.06752], [2.62127, -0.25509, 1.72658], [3.51452, -1.11208, 2.34946], [3.30276, -2.48474, 2.30350], [2.20580, -2.99653, 1.63176], [0.84646, -0.06809, 0.57444], [2.75880, 0.81608, 1.76210], [4.37233, -0.71133, 2.87537], [3.99514, -3.15663, 2.79612], [2.02848, -4.06196, 1.57306]],
  "forces_ev_per_angstrom": [[-0.54, 0.06, -0.36], [0.01, 0.02, -0.05], [0.13, 0.01, 0.04], [0.15, -0.03, 0.03], [0.29, -0.12, -0.06], [-0.08, -0.06, 0.23], [0.00, 0.00, 0.01], [0.00, 0.01, 0.01], [0.01, -0.01, 0.03], [0.01, 0.02, -0.03], [-0.01, 0.02, -0.02], [0.02, -0.01, -0.01], [-0.11, 0.10, 0.07], [-0.03, 0.04, 0.03], [-0.01, 0.02, -0.02], [0.01, -0.01, -0.01], [0.01, -0.01, -0.01], [0.00, 0.00, 0.01], [-0.02, -0.01, 0.00], [0.01, -0.02, -0.01], [0.00, -0.02, -0.01], [0.01, 0.01, 0.00], [-0.01, -0.03, 0.01], [-0.01, -0.03, 0.01], [0.01, 0.04, -0.01], [0.01, 0.00, 0.02], [-0.01, 0.00, 0.01], [0.00, -0.01, 0.01], [0.00, 0.01, -0.03], [-0.07, -0.01, 0.04], [0.01, -0.01, 0.01], [0.01, -0.07, 0.00], [0.03, 0.02, -0.07], [-0.03, 0.04, 0.04], [0.04, 0.03, 0.01], [0.00, -0.10, 0.00], [-0.06, 0.08, -0.01], [-0.04, -0.02, 0.01], [0.08, -0.04, -0.04], [-0.02, -0.01, 0.04], [-0.03, 0.01, -0.01], [0.00, -0.08, -0.02], [0.00, 0.07, 0.00], [0.02, 0.01, 0.00], [-0.02, -0.02, 0.01], [-0.02, 0.00, -0.02], [0.02, -0.01, -0.01], [0.00, 0.01, 0.01], [-0.01, 0.01, 0.01], [0.00, 0.01, 0.00], [-0.01, -0.02, -0.03], [0.00, -0.02, -0.01], [0.03, 0.00, -0.01], [0.00, -0.01, 0.01], [0.02, -0.02, -0.02], [-0.02, -0.01, 0.03], [-0.01, -0.01, 0.02], [0.01, -0.01, 0.00], [-0.03, 0.00, -0.01], [0.03, -0.01, 0.02], [0.01, 0.00, 0.03], [-0.01, 0.03, 0.00], [0.00, 0.00, 0.00], [0.00, -0.01, 0.03], [-0.13, -0.07, 0.07], [0.00, 0.02, 0.03], [0.03, 0.02, -0.05], [-0.02, 0.01, -0.01], [-0.01, 0.04, -0.04], [-0.04, -0.02, -0.03], [0.06, 0.05, 0.02], [0.03, 0.02, -0.01], [0.01, 0.02, -0.01], [0.00, 0.00, -0.01], [0.03, 0.01, 0.04], [0.00, 0.01, -0.01], [0.03, 0.00, 0.06], [-0.07, -0.06, 0.08], [0.25, 0.13, -0.10], [0.05, 0.02, -0.02], [0.03, 0.07, 0.05], [-0.02, -0.04, 0.00], [0.00, 0.01, 0.00], [0.01, -0.02, 0.01], [0.03, -0.02, 0.00], [-0.01, -0.03, -0.01], [0.02, -0.02, 0.02], [0.00, 0.00, 0.00], [-0.01, 0.01, -0.01], [0.00, 0.00, 0.00]]
}


3.
{
  "formula": "C10H27AuClIO2P2S",
  "method": "the ωB97M-V functional and the def2-TZVPD basis",
  "gap_ha": [0.1651, 0.1997],
  "lumo_energy_ev": [-9.4, -9.5],
  "charge": 2,
  "multiplicity": 3,
  "elements": ["C", "C", "H", "H", "H", "O", "I", "Au", "P", "C", "C", "H", "H", "H", "H", "H", "H", "C", "H", "H", "H", "P", "C", "C", "H", "H", "H", "C", "H", "H", "H", "H", "H", "H", "Cl", "C", "S", "C", "O", "H", "H", "H", "H", "H", "H"],
  "coordinates": [[-0.02586, 2.05248, -1.77607], [0.03178, 2.00815, -0.34072], [-0.33836, 3.09462, -2.09276], [-0.72916, 1.30837, -2.21148], [0.95755, 1.81692, -2.22766], [0.05895, 2.50801, 0.71120], [-0.04432, 0.61667, 3.07565], [-0.30096, -1.83792, -1.35448], [2.09657, -0.97321, -0.67435], [2.80312, 0.12408, 0.65894], [2.83825, -2.55852, -0.13591], [3.93530, -2.47168, -0.20012], [4.17544, -0.63364, -1.95566], [2.49715, -3.37486, -0.78800], [2.81508, -1.07414, -3.01611], [2.47632, -0.13358, 1.68361], [2.53614, -2.74665, 0.90624], [3.09457, -0.47425, -2.13697], [3.90670, 0.04944, 0.63657], [2.92728, 0.59628, -2.35344], [2.49889, 1.17062, 0.50238], [-2.21263, -0.81355, -0.61454], [-2.69748, 0.47278, 0.58673], [-3.20903, -0.36761, -2.09906], [-2.57057, -3.16857, -0.56670], [-4.07076, -2.28635, -0.08060], [-2.68297, -2.43500, 1.06694], [-2.98034, -2.32950, 0.01502], [-2.89238, -1.04382, -2.91604], [-4.29550, -0.49933, -1.90515], [-3.80394, 0.50465, 0.55275], [-2.28896, 1.47412, 0.37832], [-3.01954, 0.67927, -2.41494], [-2.36543, 0.18773, 1.60285], [0.96677, -3.22215, -2.80385], [-1.07930, 3.68695, 4.01727], [0.59395, 3.36848, 3.44504], [0.71081, 4.60343, 2.18513], [1.54787, 3.73187, 4.51860], [-1.57253, 4.34481, 3.29403], [-0.86988, 4.18643, 4.96583], [-1.68633, 2.77910, 4.15333], [1.58594, 5.20339, 2.43326], [0.89169, 4.18464, 1.18836], [-0.24540, 5.14147, 2.27426]],
  "forces_ev_per_angstrom": [[-0.30, -0.41, -1.50], [0.00, 4.12, 4.15], [0.30, -0.88, 0.64], [0.31, 0.36, 0.50], [-0.21, 0.12, 0.43], [-0.38, -3.96, -5.35], [0.19, -0.80, 0.24], [1.69, 0.41, -0.78], [1.84, -0.68, 0.51], [-0.59, 0.31, 0.22], [-0.34, -0.27, -0.05], [-0.37, 0.08, 0.09], [-0.58, 0.11, 0.21], [0.21, 0.29, 0.35], [-0.03, 0.23, 0.34], [-0.02, -0.13, -0.69], [0.14, -0.01, -0.35], [-0.31, 0.15, -0.37], [-0.49, 0.00, -0.31], [0.17, -0.42, 0.00], [0.34, -0.20, 0.01], [-1.38, 0.02, -0.08], [0.11, -0.19, 0.44], [0.27, -0.09, -0.27], [-0.39, 0.06, 0.27], [0.18, -0.09, 0.10], [-0.15, -0.16, -0.25], [0.01, 0.01, 0.15], [-0.35, 0.37, 0.26], [0.70, 0.11, -0.04], [0.51, 0.11, -0.01], [-0.35, -0.36, -0.04], [-0.16, -0.56, 0.16], [-0.25, 0.16, -0.58], [-0.67, 0.56, 0.60], [-0.36, 0.09, 0.08], [0.73, -0.22, 1.60], [0.03, 0.83, -0.61], [-0.66, -0.42, -0.76], [-0.05, -0.11, 0.44], [-0.42, 0.10, 0.00], [0.57, 0.33, 0.06], [-0.20, 0.19, 0.19], [-0.11, 0.58, 0.59], [0.80, 0.28, -0.62]]
}